The following is a DFT calculation (wB97M-V/def2-TZVPD) of 2 unconnected molecules or ions with the total composition C4H6NO2.

Geometry as XYZ:
```
13
Properties=species:S:1:pos:R:3
O 0.710 -1.724 1.719
C 0.642 -0.566 2.081
O 0.616 0.466 1.333
H 0.575 -0.340 3.164
C -0.639 1.030 -1.985
C -0.910 1.894 -0.990
C -0.128 -0.910 -0.764
N -0.472 -0.306 -1.826
H -0.642 1.345 -3.014
H -0.793 1.614 0.043
H -1.192 2.903 -1.229
H -0.574 -1.858 -0.516
H 0.771 -0.606 -0.193
```

Values from the calculation:
* energy above the lowest of the compared OMol25 structures with the same formula, charge and spin: 0.0 kJ/mol
* Kohn-Sham gap (alpha / beta): 8.80 / 5.72 eV
* E: -9826.040 eV
* spin multiplicity: 2

The following is a DFT calculation (wB97M-V/def2-TZVPD) of a molecular structure, C27H28BrCl4IrN5O7PS.

Geometry as XYZ:
```
75
Properties=species:S:1:pos:R:3
Ir 0.582 -0.037 -0.823
Cl 2.803 -5.930 -3.356
C 2.714 -4.280 -2.857
C 3.800 -3.433 -3.022
Cl 5.256 -4.010 -3.748
C 3.720 -2.100 -2.599
Cl 5.047 -1.008 -2.779
C 2.558 -1.623 -2.017
O 2.415 -0.375 -1.584
C 1.445 -2.469 -1.900
O 0.334 -1.933 -1.376
C 1.533 -3.794 -2.280
Cl 0.157 -4.811 -2.031
N -3.877 2.813 4.986
C -3.232 2.681 3.774
C -3.105 3.777 2.914
C -2.414 3.659 1.724
C -1.837 2.444 1.387
C -1.965 1.343 2.223
C -2.657 1.456 3.407
S -0.962 2.272 -0.109
O 0.473 1.949 0.176
O -1.175 3.441 -0.904
N -1.361 0.849 -0.735
C -2.601 0.626 -1.296
N -3.564 1.520 -1.054
C -4.738 1.287 -1.625
C -4.982 0.170 -2.405
C -3.921 -0.708 -2.552
N -2.728 -0.494 -2.010
H -4.513 3.585 5.088
H -4.173 1.968 5.443
H -3.560 4.722 3.185
H -2.322 4.498 1.048
H -1.517 0.404 1.932
H -2.764 0.597 4.059
H -5.513 2.022 -1.436
H -5.941 -0.009 -2.866
H -4.024 -1.621 -3.129
C 1.165 2.165 3.524
C 1.959 1.159 2.731
O 1.151 -0.023 2.505
P 1.265 -0.856 1.148
O 0.706 -2.254 1.636
C -0.608 -2.802 1.386
C -1.524 -2.547 2.561
O 2.813 -1.134 0.986
C 3.594 -1.785 2.011
C 4.985 -1.198 1.978
H 1.816 2.988 3.823
H 0.752 1.704 4.422
H 0.347 2.570 2.932
H 2.839 0.832 3.289
H 2.289 1.574 1.779
H -0.441 -3.869 1.255
H -0.990 -2.403 0.449
H -1.066 -2.890 3.489
H -2.460 -3.089 2.415
H -1.758 -1.489 2.668
H 3.603 -2.850 1.780
H 3.118 -1.650 2.984
H 5.466 -1.410 1.023
H 5.589 -1.626 2.779
H 4.947 -0.116 2.107
Br -0.871 -0.707 -6.442
C 0.018 0.325 -5.139
C 0.867 1.353 -5.502
C 1.486 2.078 -4.496
C 1.241 1.743 -3.180
N 0.415 0.748 -2.847
C -0.186 0.037 -3.802
H 1.045 1.576 -6.545
H 2.162 2.887 -4.728
H 1.705 2.274 -2.360
H -0.832 -0.766 -3.472
```

Values from the calculation:
* energy above the lowest of the compared OMol25 structures with the same formula, charge and spin: 155.6 kJ/mol
* Kohn-Sham gap: 7.30 eV
* E: -193335.002 eV

The following is a DFT calculation (wB97M-V/def2-TZVPD) of a gas-phase ion, C28H41N6O (charge +1).

Geometry as XYZ:
```
76
Properties=species:S:1:pos:R:3
C -5.152 -5.769 0.008
H -5.282 -6.587 -0.695
H -4.217 -5.269 -0.238
H -5.066 -6.195 1.004
C -6.353 -4.832 -0.066
C -6.357 -3.756 1.025
C -5.078 -2.929 1.078
H -5.143 -2.157 1.846
H -4.218 -3.565 1.290
N -4.821 -2.266 -0.231
H -4.862 -3.002 -0.949
H -5.538 -1.555 -0.416
C -3.497 -1.623 -0.292
N -3.506 -0.318 -0.164
C -2.279 0.215 -0.200
N -1.935 1.510 -0.127
C -0.567 1.587 -0.223
C 0.004 0.346 -0.355
C -1.087 -0.576 -0.350
C -1.271 -1.941 -0.506
N -2.497 -2.459 -0.469
H -0.467 -2.641 -0.678
C 1.423 0.039 -0.475
C 1.954 -1.123 0.080
C 3.303 -1.399 -0.031
C 4.153 -0.530 -0.702
C 3.624 0.632 -1.253
C 2.280 0.917 -1.140
H 1.880 1.816 -1.586
H 4.289 1.310 -1.764
C 5.621 -0.826 -0.849
N 6.400 0.387 -0.686
C 7.752 0.324 -1.203
C 8.707 -0.467 -0.302
N 8.713 0.128 1.021
C 9.694 -0.474 1.894
H 9.694 0.054 2.847
H 9.499 -1.541 2.084
H 10.680 -0.376 1.442
C 7.381 0.114 1.589
C 6.425 0.891 0.675
H 5.412 0.865 1.082
H 6.760 1.930 0.629
H 7.414 0.597 2.569
H 7.010 -0.919 1.734
H 9.718 -0.417 -0.711
H 8.402 -1.530 -0.270
H 7.734 -0.109 -2.205
H 8.117 1.352 -1.273
H 5.903 -1.631 -0.150
H 5.798 -1.198 -1.864
H 3.699 -2.301 0.414
H 1.313 -1.795 0.631
H -0.079 2.541 -0.173
C -2.831 2.639 0.030
C -3.786 2.733 -1.164
C -4.736 3.913 -0.991
H -5.425 3.964 -1.834
H -4.167 4.847 -0.967
C -5.535 3.776 0.311
O -6.484 4.798 0.462
H -6.034 5.651 0.502
C -4.565 3.703 1.497
C -3.616 2.520 1.339
H -4.187 1.591 1.324
H -2.921 2.482 2.181
H -5.133 3.606 2.422
H -3.993 4.633 1.551
H -6.130 2.857 0.274
H -4.359 1.807 -1.230
H -3.211 2.846 -2.085
H -2.204 3.536 0.064
H -6.470 -4.238 1.996
H -7.219 -3.100 0.885
H -6.411 -4.378 -1.061
H -7.263 -5.420 0.054
```

Values from the calculation:
* energy above the lowest of the compared OMol25 structures with the same formula, charge and spin: 45.5 kJ/mol
* charge: +1
* Kohn-Sham gap: 6.89 eV
* E: -40684.743 eV
* SMILES string: CCCC[NH2+]c1ncc2c(-c3ccc(CN4CCN(C)CC4)cc3)cn([C@H]3CC[C@H](O)CC3)c2n1

The following is a DFT calculation (wB97M-V/def2-TZVPD) of a molecular structure, C28H37ClN4P2Pb.

Geometry as XYZ:
```
73
Properties=species:S:1:pos:R:3
Pb -0.168 -2.900 3.121
C -0.840 2.846 4.734
C -1.311 2.104 3.737
C -0.732 1.842 2.381
C 0.382 0.808 2.392
C 1.725 1.399 2.811
C 2.008 2.566 3.396
C 1.193 3.813 3.499
C 0.219 3.927 4.686
C 1.332 -2.781 4.851
H -1.275 2.747 5.720
H -2.297 1.627 3.848
H -0.396 2.754 1.867
H -1.571 1.472 1.785
H 0.096 -0.001 3.107
H 0.499 0.325 1.415
H 2.534 0.676 2.618
H 3.020 2.689 3.778
H 0.600 3.995 2.607
H 1.928 4.635 3.603
H 0.765 3.924 5.639
H -0.257 4.932 4.613
H 0.809 -3.070 5.773
H 1.787 -1.797 4.945
H 2.099 -3.523 4.593
P 1.475 -1.235 -1.585
P -2.101 -1.026 -1.520
N 2.887 -0.148 -1.877
N 2.095 -2.460 -2.698
N -2.155 0.769 -1.647
N -3.727 -1.180 -2.179
C 0.360 -0.439 -2.843
C -0.981 -1.190 -3.018
C 3.772 0.229 -0.857
C 4.769 1.039 -1.401
C 4.501 1.159 -2.797
C 3.328 0.447 -3.055
C 2.319 -3.783 -2.298
C 2.914 -4.472 -3.352
C 3.049 -3.550 -4.443
C 2.496 -2.347 -4.032
C -1.602 1.447 -0.555
C -1.676 2.815 -0.780
C -2.136 2.991 -2.122
C -2.309 1.717 -2.663
C -4.427 -0.449 -3.144
C -5.565 -1.154 -3.520
C -5.602 -2.349 -2.731
C -4.484 -2.344 -1.910
H 0.824 -0.291 -3.827
H 0.197 0.567 -2.421
H -1.493 -0.862 -3.938
H -0.816 -2.278 -3.088
H 3.585 -0.096 0.162
H 5.582 1.496 -0.858
H 5.082 1.693 -3.533
H 2.773 0.361 -3.975
H 2.004 -4.097 -1.313
H 3.213 -5.512 -3.343
H 3.504 -3.738 -5.403
H 2.308 -1.449 -4.602
H -1.100 0.850 0.193
H -1.430 3.585 -0.055
H -2.306 3.928 -2.623
H -2.481 1.435 -3.691
H -4.113 0.525 -3.467
H -6.266 -0.848 -4.281
H -6.359 -3.118 -2.778
H -4.145 -3.032 -1.148
Cl -3.274 -2.420 4.166
C -1.667 -2.226 4.756
H -1.457 -1.161 4.903
H -1.513 -2.800 5.673
```

Values from the calculation:
* charge: +2
* Kohn-Sham gap (alpha / beta): 3.13 / 2.85 eV
* E: -71921.815 eV

Q: Look up the E of the first one.
A: -9826.040 eV

Q: Look up the E of the third one.
A: -40684.743 eV

Q: E of number 4 (C28H37ClN4P2Pb)?
A: -71921.815 eV